(1)
This record from OMol25 describes a molecular structure, C17H23I2N2OTm in a non-equilibrium geometry. The level of theory is ωB97M-V/def2-TZVPD.

Geometry as XYZ:
```
46
Properties=species:S:1:pos:R:3:forces:R:3
H 0.331471 0.532312 4.119028 0.261 0.291 -0.237
Tm -1.124116 -0.982477 -0.177971 0.390 2.601 -0.118
H 2.571094 0.542401 5.136466 0.047 0.179 -0.357
H 2.572418 -1.809880 -4.437816 -0.293 -0.006 0.180
H -0.833237 3.833693 2.309672 0.063 0.380 0.098
N 0.111142 -2.666168 -2.475183 0.373 0.441 -0.409
H -1.107578 -4.382709 -2.507907 0.077 0.367 0.038
C 1.994386 2.207394 1.673734 1.358 0.340 0.213
H 1.846797 2.624781 0.668241 0.016 -0.196 0.551
H -1.741486 -3.063679 -1.498574 0.545 -0.168 -0.372
C -0.797401 3.235054 1.389906 -0.144 0.768 0.558
N 1.301924 -0.932477 -2.905137 -0.394 -0.614 -0.004
C -1.575553 1.285279 2.645742 0.025 -0.148 0.478
H 1.169417 1.096049 -2.450927 0.202 -0.298 -0.037
H -5.156201 -1.114908 -2.074236 -0.170 0.172 -0.236
C -3.054542 -0.842124 -1.965563 1.930 1.366 -0.330
H -1.460751 0.208877 2.845881 0.068 0.587 0.101
H -1.600991 1.818224 3.610758 0.097 0.021 -0.032
H 2.274944 0.698374 -3.805699 -0.220 -0.186 0.163
C 3.282782 2.218344 2.240558 -0.846 -0.020 -0.319
C 2.428488 1.031965 4.166291 -0.417 0.042 -0.490
C 0.285517 -1.356309 -2.106531 0.504 -0.898 -0.848
H -4.261858 -2.459127 -1.345205 -0.127 0.393 -0.964
H 4.478773 1.667320 3.956050 -0.056 -0.046 -0.057
C 0.904495 1.666757 2.359473 -0.239 0.139 0.185
H 1.022175 -4.037134 -3.880844 0.016 0.299 0.035
O -3.046827 0.205928 -2.632661 0.023 -0.273 0.103
H 0.110797 1.650778 -0.300914 0.065 0.010 -0.327
H -1.778703 3.304473 0.907005 0.167 -0.263 0.037
C -0.438564 1.037204 0.429305 -0.354 -1.563 -0.706
C 1.747903 -1.946069 -3.745378 0.254 0.345 -0.015
C 0.995909 -3.029745 -3.480880 -0.255 -0.462 0.337
C 3.491419 1.642222 3.500438 0.014 -0.045 0.154
H -2.558671 1.402312 2.170341 0.413 0.061 0.021
H -0.339459 -4.061582 -0.937740 -0.045 0.381 -0.257
H 2.767574 0.367092 -2.125904 -0.382 -0.057 -0.150
C 1.144071 1.036933 3.588357 0.498 -0.013 0.388
I 0.978186 -2.320790 1.360642 0.512 -0.730 0.185
H -4.197295 -2.174900 -3.151703 0.009 -0.091 -0.164
C -4.237001 -1.693112 -2.175257 -1.303 -1.786 1.458
H 4.111085 2.686060 1.691017 -0.294 -0.230 0.253
I -3.179019 -1.374102 1.614639 -1.904 -1.235 0.852
C -0.469332 1.787960 1.729067 -0.445 0.019 -0.504
H -0.067449 3.666759 0.704464 0.049 0.037 0.037
C -0.807216 -3.581809 -1.814805 -0.323 -0.543 0.231
C 1.910484 0.374558 -2.820239 0.238 0.631 0.276
```
Positions in Å, forces in eV/Å.

Calculated values
Molecular weight = 694.13 g/mol
LUMO (alpha / beta) = 4.57 / 4.57 eV
F_max = 0.052 hartree/bohr
<S²> = 2.003
Total charge = -2
Multiplicity = 3



(2)
This record from OMol25 describes 3 unconnected molecules or ions with the total composition C4H13NO2 in a non-equilibrium geometry. The level of theory is ωB97M-V/def2-TZVPD.

Geometry as XYZ:
```
20
Properties=species:S:1:pos:R:3:forces:R:3
H -2.415377 1.113223 -2.008423 -0.157 0.005 0.201
H -0.083647 -0.015348 0.796899 -0.078 1.033 0.472
H 2.954818 2.023422 2.113558 -0.132 0.047 0.335
C -1.174310 -0.061922 0.902222 1.244 -0.836 -1.015
H -2.085594 -2.033687 0.427244 -0.099 0.046 -0.220
H 4.403800 -1.464455 -0.490648 -0.151 0.088 -0.083
H 3.054429 -1.277984 -1.165934 -0.970 -0.641 -0.368
C -1.737631 0.656606 -1.285045 0.716 1.156 0.473
H -1.616823 -1.340325 -2.075596 0.153 0.434 -0.329
C -1.382251 -1.317930 -0.015336 -0.301 0.323 0.441
O 3.804349 -0.803182 -0.857363 1.131 0.618 0.520
H -1.493497 2.108869 0.316235 -0.064 0.026 0.423
C -1.911121 1.115076 0.208640 -0.242 -2.221 -0.893
H -0.428639 -1.833966 -0.147473 0.100 -0.155 0.256
N -1.829837 -0.771376 -1.278133 -0.889 -0.402 0.642
H 3.681279 0.980595 1.364962 0.247 -0.493 -0.408
H -2.954940 1.022485 0.505676 -0.125 0.531 -0.015
H -0.730967 1.066045 -1.485920 0.095 -0.300 -0.559
O 3.320944 1.141375 2.235763 -0.142 0.378 0.000
H -1.374988 -0.307519 1.938667 -0.336 0.362 0.127
```
Positions in Å, forces in eV/Å.

Calculated values
SMILES = C1CCNC1.O.O
Molecular weight = 107.15 g/mol
Relative energy (zero: lowest compared OMol25 entry of this formula, charge and spin) = 100.7 kJ/mol
LUMO = 0.55 eV
F_max = 0.047 hartree/bohr
Total charge = 0



(3)
This record from OMol25 describes 2 unconnected molecules or ions with the total composition C2H8N3O2 in a non-equilibrium geometry. The level of theory is ωB97M-V/def2-TZVPD.

Geometry as XYZ:
```
15
Properties=species:S:1:pos:R:3:forces:R:3
H -1.907994 -1.875491 -0.459844 0.897 0.840 -0.950
C 1.795975 1.514611 -1.495194 2.398 0.442 -2.725
C -1.544881 -2.053344 0.535012 2.540 -0.445 -0.492
H 1.677181 2.455316 -2.058758 -0.606 -0.408 0.517
H 0.120725 1.329057 2.622698 0.575 0.345 0.268
N -0.661551 0.886880 2.195050 -0.685 -2.129 -1.090
O -1.608966 -0.844959 1.290686 0.767 2.311 1.514
N -0.420878 -0.245383 1.616407 -2.069 -0.373 -0.478
H 2.815782 1.554455 -1.093799 -0.568 -0.025 0.860
O 0.763087 1.270400 -0.561239 0.365 3.071 1.338
H -2.327837 -2.738276 0.772258 -0.161 -0.522 1.762
N 0.355317 0.154418 -0.524941 -1.475 -3.275 0.344
H -1.617644 1.218896 2.290630 0.006 0.083 -0.013
H -0.461771 -2.409462 0.645125 -1.883 -0.049 -0.590
H 1.793672 0.653944 -2.158455 -0.100 0.134 -0.267
```
Positions in Å, forces in eV/Å.

Calculated values
Molecular weight = 106.10 g/mol
Relative energy (zero: lowest compared OMol25 entry of this formula, charge and spin) = 909.1 kJ/mol
LUMO (alpha / beta) = -5.40 / -5.20 eV
F_max = 0.071 hartree/bohr
Total charge = +1



(4)
This record from OMol25 describes a molecular structure, C22H34B2EuF4N9O4 in a non-equilibrium geometry. The level of theory is ωB97M-V/def2-TZVPD.

Geometry as XYZ:
```
76
Properties=species:S:1:pos:R:3:forces:R:3
N 1.118022 -2.612035 -0.480809 0.450 1.086 0.110
H -0.974149 -1.090201 5.912762 0.443 0.264 -0.553
O -2.148940 -0.437684 -3.548531 1.354 -0.074 -0.085
C 3.386074 -0.249646 -0.010335 -0.053 -0.710 -0.221
C 0.445969 -1.711545 3.575209 -0.448 -1.076 2.295
H -3.078694 -2.573658 6.141500 0.801 0.367 0.134
H 2.438193 2.650239 -4.451573 0.157 0.285 -0.249
H 3.175556 -2.940080 -0.112360 0.179 0.154 0.105
C -2.178890 -2.786064 5.520453 -1.850 -0.195 1.230
H 2.153641 -3.092001 1.306437 -0.101 0.059 0.000
C 0.340807 -3.787278 -0.125849 -0.203 -1.252 0.895
H -1.570041 -4.608418 6.599836 0.055 0.251 -0.084
C 3.818221 1.045255 0.449051 -0.615 -0.805 -2.342
C 2.318126 -2.503338 0.404490 -0.766 -0.393 -0.594
N 0.739145 -1.014176 2.456362 3.058 0.725 -2.677
F -2.546474 2.062211 -3.523937 -0.368 -1.995 0.583
C -0.807746 3.287365 -0.587206 3.191 -0.123 0.839
C 3.251978 1.565808 1.636074 -0.372 1.565 0.822
H 1.715134 -1.624304 -2.337719 -0.162 -0.520 0.303
B 2.299390 3.005007 -1.733471 0.637 0.508 -0.425
H 3.663859 -0.631249 -1.017269 0.306 0.461 0.932
H -0.049103 -3.712654 0.919492 0.424 -0.015 -0.798
H 3.373378 2.632366 1.893199 0.322 -0.726 -0.139
H 2.153471 1.548509 -5.792667 -0.558 0.083 0.229
H 2.375363 -3.312820 -2.125094 -1.227 0.960 0.290
H -0.301660 4.898335 -1.934977 -0.235 -0.111 0.620
H -1.557176 1.828968 -5.582875 0.498 -0.542 0.405
H -0.160695 0.950195 -6.328132 -1.170 -0.039 0.973
O -3.110581 0.745240 -1.621349 -0.349 -0.198 1.327
H -2.342950 -0.620022 4.875843 -0.036 -0.723 0.436
F -4.234085 0.369528 -3.667219 0.140 0.489 0.506
H 1.919067 1.146382 3.280099 -0.237 0.345 -0.056
C -1.185442 -3.604860 6.389869 -0.256 0.920 0.352
C -3.429903 3.384092 -0.691753 0.541 0.030 0.046
C 0.975489 1.231853 -3.975094 2.795 -0.361 0.126
H -3.461125 -4.455397 4.769076 0.494 0.530 0.079
H 0.911037 -4.757700 -0.235721 -0.265 0.983 0.192
H -3.639377 3.914853 -1.639913 0.100 -0.357 0.359
C 2.360502 0.816555 2.354486 0.598 -0.454 0.352
H -1.635123 0.067217 -5.783867 -0.091 0.054 0.111
C 1.468611 -2.627943 -1.919465 1.292 -0.902 -0.199
H -4.281589 2.734568 -0.425334 0.577 0.057 -0.437
N 0.210902 2.496016 -0.265938 -0.562 0.973 -1.439
H 4.421382 1.633184 -0.273512 -0.168 -0.215 0.955
C 2.010586 -0.452889 1.890140 -3.337 -0.120 2.238
B -3.036927 0.706330 -3.143759 0.382 0.983 -0.688
O 2.563760 1.684913 -2.461201 1.066 -0.318 1.610
H -1.339720 5.351946 -0.531998 0.106 0.053 -0.199
H 0.960217 2.907574 -5.433378 0.556 -0.828 0.288
H -3.321925 -3.091392 3.634729 -0.367 0.397 0.293
O 1.508089 3.045050 -0.395960 -0.372 -1.246 0.285
C -0.972342 0.887687 -5.520637 1.020 0.335 -2.042
N -0.890599 -1.497051 3.770644 -1.183 1.779 -0.801
H -1.941544 -4.069076 3.862848 -0.642 -0.268 0.265
N -1.440260 -0.829009 2.679544 2.551 -1.357 2.140
H 0.621250 -3.060618 -2.455309 0.110 0.328 -0.113
C -0.488330 4.745308 -0.849564 -0.624 -0.149 -0.105
H -0.981152 -3.094700 7.371841 -0.199 -0.457 -0.937
N 1.531374 0.877847 -2.835843 -1.899 1.908 -0.352
H -3.349399 4.142634 0.107526 0.102 -0.202 -0.374
F 1.669308 3.833430 -2.646137 -0.075 -0.126 0.475
H -0.240374 -3.699540 5.857394 0.197 -0.201 -0.018
H 1.085903 -2.143138 4.329813 0.069 0.232 -0.293
N -0.774376 -0.236209 -3.390368 -0.730 1.432 1.674
N -2.053571 1.285395 -0.970233 0.324 3.310 -1.079
H 0.432377 5.059254 -0.317112 -0.653 -0.414 -0.294
C -2.112224 2.615160 -0.746947 -1.863 -2.081 -0.186
C 1.660685 2.147854 -5.005946 -0.635 0.020 0.933
C -0.268785 0.579906 -4.254128 -2.317 -0.765 -0.942
F 3.579251 3.394756 -1.324602 -0.979 -0.221 -0.203
C 2.575831 -1.080203 0.776316 1.504 0.712 -1.712
C -1.613121 -1.421531 5.091982 -0.760 -0.548 -0.775
C -2.806717 -3.634322 4.424066 1.585 -0.708 -1.432
H -0.506073 -3.877552 -0.784411 -0.399 0.089 -0.219
Eu 0.060114 0.263639 -0.901474 -0.174 -1.628 -1.204
N -0.460853 -0.602111 1.879901 -0.683 0.698 -1.542
```
Positions in Å, forces in eV/Å.

Calculated values
Molecular weight = 738.15 g/mol
Relative energy (zero: lowest compared OMol25 entry of this formula, charge and spin) = 388.8 kJ/mol
LUMO (alpha / beta) = -7.89 / -11.22 eV
F_max = 0.080 hartree/bohr
<S²> = 12.043
Total charge = +2
Multiplicity = 7